DFT (ωB97M-V/def2-TZVPD) results for BF4Sn as an isolated structure at a distorted geometry.

Last column: Löwdin charge in e.
Atoms and positions in Å:
B: 0.37860 0.79858 0.07335  -1.3163
F: 0.64864 0.13189 -1.10727  0.1644
Sn: -1.90501 -3.89775 -0.15594  1.7029
F: -0.92613 1.13674 -0.02732  0.1777
F: 0.68566 -0.15806 1.05167  0.1041
F: 1.11827 1.98859 0.16550  0.1673

Computed properties:
- Net charge: +1
- Highest occupied orbital energy: -13.62 eV
- Multiplicity: 1
- Energy relative to the best compared isomer or geometry (same formula, charge and spin): 590.85 kJ/mol
- Kohn-Sham gap: 2.69 eV
- LUMO level: -10.9 eV
- Calculated total energy: -638.2651 a.u.